This record from the Open Molecules 2025 dataset describes a molecular structure, C34H51N5V. The level of theory is ωB97M-V/def2-TZVPD.

Values from the calculation:
LUMO (spin up / spin down), eV: 0.5 / 0.5
Maximum force, eV Å⁻¹: 0.30
E, eV: -69224.8318
Multiplicity: 4
Orbital gap (spin up / spin down), eV: 6.91 / 7.87
Energy above the lowest of the compared OMol25 structures with the same formula, charge and spin, kJ/mol: 0.0
⟨S²⟩: 3.76
Charge: 0

The geometry in XYZ format:
```
91
Properties=species:S:1:pos:R:3:forces:R:3
V -0.067 0.101 0.311 0.2 0.0 -0.2
C 1.523 -2.439 1.098 0.0 0.0 -0.1
C 1.654 -2.039 2.570 0.0 0.0 0.0
C 0.288 -1.749 3.192 0.0 0.1 0.0
C 2.705 -0.961 2.767 0.1 0.0 0.0
C 3.929 -1.346 3.303 0.0 0.0 0.0
C 4.965 -0.441 3.474 0.0 0.0 0.0
C 4.787 0.871 3.079 0.0 0.0 0.0
C 3.581 1.305 2.530 0.1 0.0 0.0
C 3.479 2.738 2.035 -0.1 0.0 0.0
C 3.583 3.739 3.187 0.0 0.0 0.0
C 4.536 3.022 0.965 0.0 0.0 0.0
C 2.531 0.385 2.410 -0.1 0.0 -0.1
N 1.293 0.822 1.863 0.1 -0.1 0.0
C 0.596 1.688 2.532 -0.2 0.2 0.0
C -0.560 2.276 1.963 -0.1 0.1 0.0
C -1.456 3.208 2.494 0.1 0.0 0.1
C -2.342 3.514 1.466 0.0 0.2 0.0
C -1.948 2.765 0.343 0.0 -0.1 -0.1
N -0.886 1.999 0.644 0.0 0.0 0.2
C -2.511 2.816 -1.063 0.0 0.0 0.0
C -3.518 3.961 -1.182 0.0 0.0 0.0
C -1.366 3.047 -2.056 0.0 0.0 0.0
C -3.215 1.501 -1.420 0.0 0.0 0.0
H 0.719 -3.165 0.955 0.0 0.0 0.0
H 2.454 -2.873 0.729 0.0 0.0 0.0
H 1.342 -1.599 0.415 0.1 0.0 0.1
H 2.047 -2.917 3.091 0.0 0.0 0.0
H -0.279 -1.046 2.581 0.0 -0.1 0.1
H 0.381 -1.323 4.192 0.0 0.0 0.0
H -0.294 -2.670 3.255 0.0 0.0 0.0
H 4.065 -2.381 3.592 0.0 0.0 0.0
H 5.906 -0.763 3.901 0.0 0.0 0.0
H 5.600 1.578 3.186 0.0 0.0 0.0
H 2.508 2.873 1.559 0.0 0.0 0.0
H 4.550 3.657 3.689 0.0 0.0 0.0
H 2.808 3.570 3.936 0.0 0.0 0.0
H 3.484 4.761 2.818 0.0 0.0 0.0
H 5.546 2.948 1.371 0.0 0.0 0.0
H 4.408 4.030 0.568 0.0 0.0 0.0
H 4.453 2.315 0.138 0.0 0.0 0.0
H 0.881 2.001 3.539 0.1 -0.1 0.0
H -1.435 3.617 3.493 0.0 0.0 0.0
H -3.145 4.232 1.503 0.0 0.0 0.0
H -3.056 4.922 -0.950 0.0 0.0 0.0
H -4.369 3.819 -0.513 0.0 0.0 0.0
H -3.901 4.006 -2.203 0.0 0.0 0.0
H -0.836 3.973 -1.821 0.0 0.0 0.0
H -1.767 3.126 -3.070 0.0 0.0 0.0
H -0.646 2.229 -2.034 0.0 0.0 0.0
H -4.066 1.324 -0.756 0.0 0.0 0.0
H -2.529 0.656 -1.343 0.0 0.0 0.0
H -3.586 1.548 -2.447 0.0 0.0 0.0
C -2.517 -4.643 -1.678 0.0 0.0 0.0
C -1.677 -3.561 -2.323 0.0 0.0 0.0
N -1.329 -2.566 -1.330 0.0 -0.1 0.0
C -2.146 -2.190 -0.317 0.0 0.1 0.0
N -1.825 -1.113 0.355 0.0 0.0 0.1
C -2.724 -0.650 1.412 0.0 0.0 -0.1
C -3.447 -1.798 2.086 0.0 0.0 0.0
C -4.159 -2.600 1.017 0.0 0.0 0.0
N -3.225 -2.979 -0.032 0.0 -0.1 0.0
C -3.688 -3.989 -0.972 0.0 0.0 0.0
H -1.915 -5.196 -0.954 0.0 0.0 0.0
H -2.880 -5.344 -2.429 0.0 0.0 0.0
H -2.229 -3.105 -3.156 0.0 0.0 0.0
H -0.754 -3.971 -2.732 0.0 0.0 0.0
H -0.628 -1.869 -1.585 0.0 0.0 0.0
H -3.447 0.061 0.999 0.0 0.0 0.0
H -2.140 -0.079 2.140 0.0 0.0 0.0
H -4.168 -1.432 2.817 0.0 0.0 0.0
H -2.726 -2.434 2.605 0.0 0.0 0.0
H -4.991 -2.020 0.597 0.0 0.0 0.0
H -4.580 -3.520 1.429 0.0 0.0 0.0
H -4.372 -3.542 -1.707 0.0 0.0 0.0
H -4.261 -4.723 -0.404 0.0 0.0 0.0
C 0.886 0.450 -5.106 0.0 0.0 0.0
C 1.468 -0.630 -4.186 0.0 0.0 0.1
C 1.000 -2.012 -4.662 0.0 0.0 0.0
C 3.001 -0.572 -4.230 0.0 0.0 0.0
C 1.008 -0.407 -2.803 0.0 -0.1 -0.1
C 0.620 -0.211 -1.662 -0.1 0.0 0.1
H 1.224 0.293 -6.133 0.0 0.0 0.0
H 1.203 1.442 -4.782 0.0 0.0 0.0
H -0.204 0.422 -5.088 0.0 0.0 0.0
H 1.337 -2.197 -5.685 0.0 0.0 0.0
H -0.089 -2.076 -4.642 0.0 0.0 0.0
H 1.406 -2.794 -4.017 0.0 0.0 0.0
H 3.358 -0.737 -5.250 0.0 0.0 0.0
H 3.430 -1.336 -3.581 0.0 0.0 0.0
H 3.358 0.401 -3.890 0.0 0.0 0.0
```
Positions in Å, forces in eV/Å.

Here are the Löwdin charges for atoms 1 to 4, given in e: 0.736, -0.047, -0.355, -0.055

***

This record from the Open Molecules 2025 dataset describes a molecular structure, C34H51N6OPPd. The level of theory is ωB97M-V/def2-TZVPD.

Values from the calculation:
LUMO (spin up / spin down), eV: 4.3 / 4.2
Maximum force, eV Å⁻¹: 8.50
E, eV: -59837.3965
Multiplicity: 3
Orbital gap (spin up / spin down), eV: 1.60 / 4.14
⟨S²⟩: 2.00
Charge: -2

The geometry in XYZ format:
```
94
Properties=species:S:1:pos:R:3:forces:R:3
Pd -1.447 0.466 -0.524 5.9 -3.7 -4.9
N 0.028 2.358 -2.265 1.0 1.2 -0.9
N -0.662 -0.425 -3.504 0.1 -2.9 1.4
C -2.979 -0.019 0.825 -0.7 -0.3 1.8
C -3.507 0.669 -0.310 -1.0 1.0 0.0
C -2.865 1.946 -0.385 -1.9 1.6 0.6
C -3.004 2.948 -1.468 -0.1 0.5 0.0
H -3.798 2.656 -2.160 0.0 0.1 0.0
H -2.057 3.016 -2.019 -0.3 0.1 0.0
H -3.233 3.938 -1.054 -0.1 0.1 -0.1
C -1.946 2.041 0.705 -0.9 0.6 0.3
C -1.089 3.199 1.038 0.3 0.3 -0.1
H -1.672 4.033 1.448 0.1 0.0 0.1
H -0.579 3.559 0.144 -0.2 0.0 0.2
H -0.309 2.906 1.743 -0.2 0.1 0.0
C -2.006 0.819 1.442 -1.0 -0.1 1.4
C -1.129 0.474 2.588 0.4 0.0 0.4
H -0.085 0.376 2.243 -0.4 0.0 0.3
H -1.429 -0.480 3.034 0.0 0.1 0.1
H -1.150 1.262 3.359 0.0 -0.2 0.1
C -4.532 0.182 -1.269 -0.3 -0.1 -0.3
H -5.292 0.950 -1.464 0.0 -0.1 0.1
H -5.044 -0.705 -0.887 0.0 0.0 -0.1
H -4.081 -0.068 -2.237 -0.1 0.0 0.1
C -3.339 -1.375 1.319 0.1 -0.5 0.2
H -2.507 -2.072 1.134 -0.5 0.0 0.2
H -4.230 -1.767 0.816 0.1 0.0 0.1
H -3.531 -1.362 2.402 -0.1 -0.1 -0.2
C 0.925 3.256 -1.824 0.6 0.0 0.1
H 0.598 3.900 -1.003 0.3 -0.3 -0.2
C 2.217 3.429 -2.334 -0.5 0.2 -0.2
H 2.895 4.172 -1.896 -0.3 -0.3 -0.1
C 2.585 2.671 -3.450 0.2 0.0 0.1
H 3.577 2.754 -3.896 -0.1 0.1 0.2
C 1.659 1.796 -3.982 -0.4 0.3 0.6
H 1.863 1.145 -4.835 -0.1 0.4 0.2
C 0.351 1.716 -3.415 1.2 0.1 0.5
C -0.580 0.839 -4.042 -0.9 0.7 -2.2
H -1.454 1.177 -4.594 -0.1 0.3 0.6
C -0.857 -0.759 -2.167 -1.3 1.0 -0.6
C -0.474 -1.600 -4.258 0.0 1.0 0.7
H -0.334 -1.589 -5.320 0.3 0.2 -0.1
C -0.566 -2.625 -3.412 -0.9 -1.0 0.5
H -0.472 -3.681 -3.589 -0.1 -0.1 0.1
N -0.918 -2.107 -2.156 0.7 -1.2 -0.4
C -1.390 -2.977 -1.101 0.4 -0.3 -0.4
C -2.631 -3.618 -1.264 0.5 0.4 0.5
C -3.005 -4.586 -0.325 0.3 -0.2 -0.2
H -3.987 -5.058 -0.440 0.3 0.1 0.1
C -2.137 -5.001 0.692 0.1 0.7 0.0
C -2.510 -6.117 1.630 -0.1 -0.2 0.1
H -2.576 -5.777 2.672 0.0 0.0 -0.2
H -1.764 -6.921 1.603 -0.1 0.2 0.0
H -3.471 -6.559 1.346 0.1 0.1 0.1
C -0.914 -4.332 0.836 0.1 0.1 -0.6
H -0.202 -4.614 1.612 -0.3 0.0 -0.1
C -0.516 -3.331 -0.068 -0.5 -0.1 0.0
C 0.831 -2.691 0.007 0.4 0.2 0.3
H 1.392 -2.812 -0.934 -0.2 0.0 0.2
H 1.399 -3.157 0.817 0.1 0.0 -0.2
H 0.782 -1.607 0.210 -0.2 -0.3 -0.1
C -3.540 -3.247 -2.390 -0.6 0.2 -0.3
H -3.123 -3.520 -3.375 -0.1 0.2 0.4
H -3.775 -2.167 -2.410 0.4 -0.4 0.0
H -4.498 -3.765 -2.261 0.1 0.0 -0.1
C 1.801 3.090 3.405 -0.1 -0.1 0.3
N 2.608 2.707 2.249 0.2 -0.1 0.0
C 2.871 3.821 1.337 0.0 -0.1 -0.2
P 2.584 1.174 1.567 -0.1 -0.9 -0.9
O 1.376 0.805 0.766 0.8 0.4 0.6
N 3.932 1.112 0.594 0.1 -0.1 0.2
C 3.875 0.919 -0.846 -0.1 0.1 0.0
C 5.262 1.253 1.180 -0.2 0.0 -0.1
N 3.002 0.084 2.780 -0.1 0.3 -0.1
C 2.555 0.184 4.161 0.0 0.0 0.1
C 3.167 -1.304 2.346 -0.1 0.0 -0.1
H 2.333 2.854 4.337 -0.3 0.2 -0.2
H 0.809 2.607 3.419 0.3 0.1 0.1
H 1.646 4.175 3.379 -0.1 -0.3 0.0
H 3.190 4.685 1.934 0.0 -0.2 -0.1
H 3.676 3.557 0.636 -0.3 0.1 0.2
H 1.966 4.106 0.769 0.3 -0.1 0.1
H 4.225 1.818 -1.371 0.0 -0.1 0.0
H 4.523 0.082 -1.144 -0.1 0.1 0.1
H 2.850 0.705 -1.164 0.2 0.1 0.1
H 5.534 2.310 1.326 0.1 -0.2 0.0
H 5.294 0.736 2.146 0.1 0.2 -0.1
H 5.995 0.797 0.500 -0.1 0.1 0.2
H 1.456 0.252 4.239 0.2 0.0 0.2
H 2.871 -0.728 4.685 -0.1 0.3 -0.1
H 3.030 1.035 4.661 -0.2 -0.2 0.0
H 2.247 -1.890 2.517 0.2 0.2 -0.1
H 3.436 -1.350 1.282 -0.1 0.0 0.3
H 3.975 -1.757 2.932 -0.1 0.0 -0.1
```
Positions in Å, forces in eV/Å.

Here are the Löwdin charges for atoms 1 to 4, given in e: 0.944, 0.105, -0.113, -0.333

***

This record from the Open Molecules 2025 dataset describes 5 unconnected molecules or ions with the total composition C34H51NO14. The level of theory is ωB97M-V/def2-TZVPD.

Values from the calculation:
LUMO, eV: 0.5
Maximum force, eV Å⁻¹: 1.81
E, eV: -66239.0466
Orbital gap, eV: 10.24
Structure (SMILES): C=C[C@@]1(OC#N)OC(=O)O[C@]1(CC)CCCCCCCCOC(C)=O.O=C1CCCO1.O=C1CCCO1.O=C1CCCO1.O=C1CCCO1
Charge: 0

The geometry in XYZ format:
```
100
Properties=species:S:1:pos:R:3:forces:R:3
C -3.547 0.139 0.725 0.0 0.0 -0.3
C -3.867 -1.076 0.306 0.1 0.3 0.9
C -3.622 -2.392 1.006 0.9 -0.8 -1.2
O -4.692 -2.814 1.835 -0.2 0.3 0.1
C -5.837 -2.272 1.543 -1.2 0.3 -0.7
N -6.858 -1.817 1.224 1.2 -0.6 0.6
O -3.526 -3.350 -0.101 -0.3 0.4 -0.5
C -2.318 -3.012 -0.649 0.8 -0.2 -1.1
O -2.012 -3.074 -1.812 -0.5 -0.1 1.7
O -1.513 -2.562 0.351 -0.3 -0.4 -0.6
C -2.245 -2.711 1.592 0.9 1.3 1.0
C -1.644 -1.694 2.578 -0.4 -0.2 -0.1
C -2.636 -1.192 3.633 0.7 0.0 -0.4
C -2.096 -4.138 2.144 -0.5 -0.5 -0.7
C -1.136 -5.017 1.338 0.6 0.0 0.7
C 0.360 -4.615 1.452 -0.4 -0.5 -0.6
C 1.091 -4.482 0.089 -0.9 0.9 0.7
C 1.478 -3.025 -0.172 0.9 -0.4 -0.8
C 2.760 -2.823 -0.991 -0.5 1.0 0.7
C 2.919 -1.293 -1.167 0.5 -0.8 -0.8
C 2.422 -0.825 -2.537 -0.3 -0.4 0.2
O 1.434 0.207 -2.443 0.2 0.3 0.1
C 1.774 1.313 -1.746 -1.1 0.9 0.8
C 3.144 1.920 -1.870 -0.2 0.0 0.3
O 0.937 1.843 -1.035 0.6 -0.7 -0.8
H -2.793 0.367 1.453 -0.3 -0.1 0.6
H -4.041 0.982 0.275 0.4 0.2 -0.5
H -4.334 -1.185 -0.658 -0.8 -0.1 0.1
H -0.836 -2.195 3.094 0.3 -0.2 0.0
H -1.177 -0.900 2.008 0.0 0.3 -0.1
H -2.068 -0.858 4.491 0.0 0.1 0.3
H -3.182 -0.338 3.263 -0.5 0.1 0.0
H -3.311 -1.983 3.931 -0.2 -0.1 0.2
H -3.060 -4.635 2.120 -0.2 0.0 0.1
H -1.766 -4.121 3.175 0.0 0.2 0.3
H -1.234 -6.011 1.762 -0.2 -0.3 -0.1
H -1.441 -5.089 0.302 -0.1 0.0 -0.2
H 0.412 -3.679 1.991 0.2 0.2 0.2
H 0.855 -5.379 2.040 0.2 0.0 0.3
H 0.359 -4.745 -0.666 0.2 -0.4 -0.4
H 1.945 -5.141 0.037 0.2 -0.2 -0.1
H 1.628 -2.477 0.752 -0.1 0.0 0.3
H 0.707 -2.519 -0.739 -0.4 0.1 0.1
H 3.620 -3.172 -0.436 0.2 -0.5 -0.1
H 2.673 -3.315 -1.950 0.3 -0.3 -0.2
H 2.360 -0.826 -0.365 0.0 0.4 0.1
H 3.970 -1.044 -1.086 0.2 0.3 0.3
H 3.232 -0.576 -3.216 0.2 0.4 0.0
H 1.906 -1.658 -2.995 -0.3 0.0 -0.2
H 3.874 1.285 -1.382 0.3 -0.2 -0.2
H 3.113 2.838 -1.306 0.0 0.3 0.1
H 3.431 2.176 -2.882 0.1 -0.3 -0.3
O 4.861 -5.234 -1.765 -0.1 0.1 0.1
C 5.141 -5.031 -2.907 0.1 -0.3 0.0
O 4.297 -4.410 -3.769 0.0 0.1 0.0
C 4.857 -4.401 -5.094 0.1 0.0 -0.1
C 6.357 -4.569 -4.894 0.1 -0.1 0.1
C 6.412 -5.429 -3.632 0.0 0.4 -0.3
H 4.418 -5.225 -5.659 0.0 0.0 0.0
H 4.598 -3.464 -5.581 -0.1 0.0 0.1
H 6.857 -5.007 -5.755 -0.1 0.0 0.0
H 6.815 -3.599 -4.697 0.0 0.0 0.0
H 6.362 -6.495 -3.859 0.0 0.0 0.1
H 7.283 -5.220 -3.019 0.0 -0.2 0.1
O 6.192 4.461 -1.503 0.0 -0.2 0.0
C 5.464 5.349 -1.169 0.2 0.2 -0.2
O 4.119 5.226 -1.157 -0.1 0.0 0.0
C 3.501 6.484 -0.814 -0.1 0.1 0.1
C 4.580 7.261 -0.072 0.1 0.0 0.0
C 5.856 6.751 -0.742 -0.4 0.1 0.4
H 3.191 6.977 -1.737 0.0 0.0 0.0
H 2.619 6.294 -0.207 0.0 -0.2 -0.1
H 4.446 8.339 -0.130 0.0 0.0 -0.1
H 4.581 6.978 0.981 0.0 0.0 0.0
H 6.110 7.326 -1.634 0.1 0.0 0.0
H 6.704 6.722 -0.065 0.2 0.0 -0.2
O -0.120 5.991 0.182 0.0 0.2 0.1
C -0.717 5.267 0.927 0.2 -0.3 -0.2
O -0.897 5.564 2.235 0.0 0.0 0.0
C -1.542 4.466 2.906 -0.1 -0.1 0.1
C -2.256 3.691 1.812 0.0 0.0 -0.3
C -1.335 3.919 0.614 -0.3 0.0 0.4
H -0.769 3.873 3.403 0.0 0.0 0.0
H -2.225 4.855 3.657 0.1 0.2 0.0
H -2.407 2.642 2.059 0.1 0.0 0.1
H -3.240 4.121 1.635 0.2 0.0 0.0
H -0.542 3.169 0.564 0.1 0.1 -0.2
H -1.869 3.951 -0.331 0.2 0.0 -0.1
O -5.166 4.406 2.452 -0.2 0.1 0.2
C -5.904 3.526 2.118 0.0 0.2 -0.2
O -5.511 2.231 2.088 0.0 0.0 0.0
C -6.561 1.401 1.551 -0.2 -0.1 0.1
C -7.840 2.200 1.764 0.0 0.1 -0.1
C -7.339 3.640 1.647 -0.2 -0.5 0.2
H -6.354 1.224 0.494 0.0 0.0 0.0
H -6.562 0.447 2.074 0.1 0.1 -0.1
H -8.627 1.943 1.059 0.1 0.0 0.0
H -8.221 2.025 2.771 0.0 0.0 0.0
H -7.338 3.993 0.614 0.0 0.1 0.0
H -7.894 4.331 2.274 0.1 0.2 -0.1
```
Positions in Å, forces in eV/Å.

Here are the Löwdin charges for atoms 1 to 4, given in e: 0.094, -0.040, -0.336, 0.118